19 unconnected molecules or ions with the total composition C50H141N3O22. Source: OMol25; level of theory: ωB97M-V/def2-TZVPD.

Last column: Mulliken charge in e.
Positions of all 216 atoms, in Å:
C -2.24210 -1.16130 20.61287  -1.138
O -2.23306 -0.46659 21.82608  -0.089
C -1.43213 -1.18820 22.80257  -1.049
C -1.67050 -0.64057 24.13843  -0.319
N -1.09926 0.65874 24.32131  -0.300
C -1.43399 1.31138 25.54938  -0.577
C -1.03727 2.81766 25.42957  -0.798
O -1.83115 3.37995 24.35285  -0.181
C -1.31546 4.60682 23.76155  -0.696
H -2.33932 -2.23433 20.77794  0.617
H -1.32665 -0.87246 20.09651  0.150
H -3.11888 -0.91012 20.01598  -0.023
H -0.38893 -1.20920 22.48728  0.337
H -1.78392 -2.21759 22.87100  0.475
H -1.30608 -1.37934 24.85223  0.441
H -2.73471 -0.52063 24.34134  0.155
H -1.49575 1.20178 23.56767  0.223
H -0.89540 0.88395 26.39515  0.390
H -2.50977 1.19464 25.68033  0.269
H 0.00567 2.95069 25.14199  0.479
H -1.16202 3.30177 26.39816  0.424
H -0.80380 5.22744 24.49719  0.318
H -2.17730 5.15155 23.37607  0.094
H -0.54177 4.40480 23.02083  0.363
C -6.96799 1.74958 19.22754  0.677
O -7.55076 0.51527 19.06513  1.744
C -6.79140 -0.60256 18.78225  -1.004
C -7.75374 -1.85112 18.87263  -1.153
N -8.58040 -1.86771 17.65896  1.537
C -9.67380 -2.86356 17.83292  -1.209
C -10.85839 -2.86174 16.86622  -0.471
O -11.61323 -1.64876 17.01329  0.704
C -12.45770 -1.41947 15.97457  -0.941
H -6.43127 2.00841 18.31483  -0.341
H -6.29017 1.67497 20.07789  -0.294
H -7.77703 2.42761 19.49923  -0.589
H -6.03856 -0.74777 19.55701  -0.615
H -6.20676 -0.56352 17.86313  0.278
H -8.31050 -1.80997 19.80880  0.218
H -7.17366 -2.77075 18.94942  0.397
H -8.96631 -0.93451 17.64111  -0.513
H -10.08544 -2.74418 18.83511  0.576
H -9.22906 -3.85844 17.85584  0.060
H -11.47108 -3.74600 17.04169  0.050
H -10.47583 -3.00596 15.85581  0.221
H -12.92898 -0.45895 16.18284  0.498
H -13.26391 -2.14813 15.88971  -0.101
H -11.99884 -1.20152 15.01018  0.420
C -6.19722 5.44356 19.98943  -0.265
O -5.23390 6.43515 20.48185  -0.437
C -3.93233 5.94626 20.26551  -0.019
C -2.89858 7.10495 20.47773  -1.024
N -3.12239 7.99669 21.65450  -0.235
C -2.26880 9.19621 21.58775  -0.711
C -0.79207 8.79308 21.87112  -0.582
O -0.71053 7.90655 22.97184  -0.290
C -1.10785 8.47220 24.25279  -0.826
H -6.26622 4.47834 20.49112  -0.068
H -6.09796 5.23667 18.92386  0.299
H -7.18577 5.89763 20.05798  0.344
H -3.82971 5.52981 19.26344  0.355
H -3.66881 5.12656 20.93391  -0.065
H -2.88849 7.72567 19.58179  0.529
H -1.87044 6.74454 20.44417  0.391
H -2.84940 7.45304 22.46074  0.197
H -2.57385 9.88311 22.37720  0.303
H -2.41611 9.69789 20.63133  0.432
H -0.14535 9.64570 22.07824  0.421
H -0.34116 8.34102 20.98771  0.345
H -0.64439 9.45381 24.35140  0.380
H -0.65647 7.77834 24.96196  0.233
H -2.18508 8.56232 24.39259  0.328
C -10.81616 -5.69649 13.70671  -0.696
C -9.33428 -6.01505 13.97310  -0.272
O -8.83715 -5.48606 15.21920  -0.224
H -11.51609 -6.01017 14.48117  -0.001
H -11.11255 -6.04045 12.71579  0.501
H -10.88476 -4.60933 13.66834  0.082
H -8.76305 -5.59217 13.14668  0.255
H -9.21738 -7.09850 13.99743  0.433
H -8.49799 -4.60208 15.06064  0.059
C -16.79013 -0.01802 16.13163  -1.500
C -15.99303 -1.23909 16.50037  1.713
O -16.71550 -2.05439 17.43336  -0.623
H -17.72297 -0.31646 15.65326  0.400
H -16.30386 0.50616 15.30891  0.332
H -17.02988 0.58257 17.00907  0.346
H -15.00131 -1.01949 16.89583  -0.547
H -15.86133 -1.93803 15.67440  -0.408
H -16.16334 -2.81411 17.63221  0.443
C -13.73629 -5.79430 19.10796  -1.323
C -13.97958 -4.32350 18.99985  0.500
O -15.21375 -4.25188 18.37607  -0.524
H -12.76838 -5.94032 19.58748  0.274
H -13.72126 -6.34804 18.16921  0.269
H -14.50458 -6.29416 19.69787  0.492
H -13.16033 -3.80832 18.49834  -0.279
H -14.04609 -4.06550 20.05679  0.281
H -15.90503 -4.55629 18.96858  0.249
C -5.75123 2.54455 23.05352  -1.010
C -4.37024 1.87601 22.77536  0.417
O -4.63115 0.84828 21.89363  0.603
H -6.41609 1.81118 23.50983  0.306
H -6.26384 2.87851 22.15141  -0.177
H -5.56532 3.25042 23.86303  0.557
H -3.75796 1.54868 23.61563  -0.241
H -3.79551 2.62120 22.22537  -0.096
H -3.81180 0.35921 21.78836  -0.019
C -9.76409 3.90828 22.78173  -0.829
C -9.92814 4.52838 21.35546  0.374
O -9.44303 5.83649 21.51795  -0.488
H -8.71775 3.79623 23.06581  0.066
H -10.34427 2.99443 22.90969  0.147
H -10.18570 4.58082 23.52875  0.504
H -10.98146 4.49248 21.07738  0.269
H -9.34331 3.97725 20.61902  -0.315
H -10.11001 6.27851 22.04838  0.317
C -10.76438 1.66942 18.48893  1.058
C -10.27335 1.92088 17.08649  0.260
O -10.33082 3.27928 16.73573  -0.670
H -11.67550 2.21071 18.74378  0.652
H -9.95972 1.96883 19.16048  -1.445
H -10.86387 0.61640 18.75229  -0.363
H -10.88624 1.41836 16.33820  -0.022
H -9.27794 1.51103 16.91531  -0.050
H -9.41446 3.54389 16.62669  0.596
C -14.31258 -5.43118 14.89833  -0.337
C -15.46618 -4.93214 14.00468  -0.260
O -14.82030 -4.54730 12.81754  -0.460
H -13.53047 -4.67686 14.98447  -0.260
H -13.88433 -6.38494 14.59006  0.438
H -14.65808 -5.50745 15.92931  0.138
H -15.89069 -4.06461 14.50994  -0.006
H -16.28697 -5.62755 13.82921  0.498
H -15.44786 -4.61739 12.09445  0.237
C -6.50419 -2.98857 13.18082  -1.737
C -7.23713 -2.22235 14.28817  -0.180
O -7.54813 -3.17075 15.29050  0.040
H -5.83841 -3.76296 13.56182  0.152
H -5.97349 -2.34997 12.47468  0.565
H -7.22021 -3.51257 12.54771  0.312
H -8.08404 -1.64003 13.92519  0.401
H -6.59684 -1.46437 14.73939  0.087
H -7.83741 -2.64613 16.04063  -0.215
C -13.58150 -0.50629 19.52898  -0.026
C -14.15887 0.28580 20.69973  -0.534
O -13.14153 1.22137 20.97487  -0.309
H -14.20986 -1.33081 19.19219  0.044
H -12.56821 -0.85416 19.72982  0.036
H -13.38274 0.10445 18.64831  -0.001
H -14.24371 -0.44542 21.50359  0.267
H -15.13222 0.73412 20.50050  0.369
H -13.48639 1.96191 21.47913  0.176
C -14.18738 0.13815 11.76942  -1.180
C -13.96165 -1.31341 11.82706  -0.189
O -13.58738 -1.71652 13.16557  -0.285
H -13.30040 0.68886 12.08260  0.309
H -14.99712 0.37363 12.46005  0.190
H -14.58870 0.49850 10.82222  0.388
H -13.20476 -1.64326 11.11543  0.325
H -14.84930 -1.91431 11.62926  0.232
H -13.68980 -2.67083 13.14557  0.098
C -5.57481 -5.10308 17.62377  -0.630
C -4.84170 -3.79603 17.40151  0.066
O -3.91468 -3.61033 18.46528  0.638
H -5.92635 -5.18205 18.65251  0.201
H -4.92147 -5.94341 17.38902  0.439
H -6.44195 -5.14504 16.96468  -0.066
H -5.61154 -3.03354 17.52011  -1.282
H -4.36149 -3.61226 16.44040  0.720
H -3.06653 -3.83622 18.07640  -0.056
C -9.05166 0.38225 21.82009  1.324
C -10.01137 -0.50376 22.59752  -0.807
O -11.13680 0.24422 22.99051  -0.585
H -8.72526 1.16233 22.50787  -0.084
H -9.39857 0.86545 20.90670  -0.444
H -8.18056 -0.20217 21.52392  -0.481
H -9.48425 -0.86051 23.48237  0.390
H -10.31831 -1.36239 22.00034  0.292
H -11.74163 0.36436 22.25475  0.235
C -6.55498 2.12051 15.19704  -1.017
C -6.50650 3.50935 15.82780  -0.551
O -7.67316 3.72708 16.59366  -0.185
H -7.45532 2.07110 14.58464  0.369
H -6.70199 1.33943 15.94295  -0.391
H -5.65247 1.74925 14.71148  0.754
H -6.48778 4.18992 14.97659  0.497
H -5.58836 3.67960 16.39006  0.158
H -7.80896 4.66983 16.71360  0.159
C -4.82233 -2.45011 23.61661  -1.431
C -5.25840 -2.62535 22.18970  1.227
O -4.87619 -3.92405 21.75625  -0.645
H -5.48101 -2.91969 24.34718  0.456
H -4.67969 -1.38373 23.79154  0.138
H -3.83712 -2.86552 23.82850  0.320
H -4.82700 -1.87871 21.52298  -0.551
H -6.31308 -2.35220 22.15614  0.073
H -4.89407 -3.92333 20.79642  0.214
C -3.19465 1.68432 18.30774  0.064
C -1.79856 1.19701 17.85165  -1.195
O -1.03225 2.38855 17.57817  -0.269
H -3.13904 2.34582 19.17229  0.067
H -3.70743 0.77033 18.60737  0.127
H -3.74448 2.26025 17.56337  0.028
H -1.91081 0.56951 16.96749  0.555
H -1.30646 0.71904 18.69870  0.115
H -0.24087 2.17019 17.08055  0.280
C -10.49326 -8.22695 19.08107  -1.452
C -10.14424 -7.11116 18.08657  0.754
O -9.25381 -7.56312 17.11584  -0.584
H -11.18663 -8.93637 18.62936  0.328
H -10.85394 -7.76025 19.99769  0.359
H -9.60582 -8.79145 19.36721  0.446
H -9.60306 -6.26525 18.51043  -0.067
H -11.05394 -6.69274 17.65588  -0.046
H -9.00975 -6.85006 16.52123  0.317

Highest occupied orbital energy (alpha / beta) (eV): 0.57 / -7.22
Expectation value of S²: 0.751
LUMO level (alpha / beta) (eV): 1.722 / 1.670
Net charge: -1
Orbital gap (alpha / beta) (eV): 1.15 / 8.89
2S+1: 2